No. 1
Molecular formula: C29H55I2N4O15S5
Method: DFT, ωB97M-V/def2-TZVPD

Structure (XYZ):
```
110
Properties=species:S:1:pos:R:3:forces:R:3:mulliken_charge:R:1
C -1.432769 3.687572 0.572894 0.2 1.5 -1.8 -0.028
C -1.590909 4.855309 0.200202 0.3 -1.2 -0.2 -0.533
C -1.771105 6.258412 -0.481519 -0.2 -1.9 0.9 -0.684
C -1.491287 6.100605 -1.999044 -0.6 -0.1 -1.1 0.141
N -2.398716 5.612893 -2.962789 3.4 1.4 0.0 -0.211
I -4.343451 5.017599 -2.729220 0.5 0.2 0.1 0.382
C -1.715286 5.610773 -4.197413 3.0 0.9 -1.9 -0.265
C -2.152599 5.170246 -5.632286 0.1 -0.5 0.5 -0.600
C -1.856520 3.616130 -5.917247 0.6 0.3 -0.8 -0.351
C -0.488398 3.395983 -6.712297 -0.2 -1.2 0.7 -1.067
I -1.679675 2.446679 -4.062063 -0.2 0.2 -0.5 0.114
C -0.327536 6.121959 -4.052722 -5.3 -1.7 1.5 0.307
N 0.680453 6.266239 -5.052027 -1.4 0.4 1.6 -0.401
N -0.317351 6.405524 -2.657943 1.1 0.0 -0.6 0.620
C 0.935567 6.975712 -2.158952 1.5 1.9 2.0 -0.560
C 0.989290 8.396672 -1.728611 3.0 -2.5 -0.1 -0.194
C 2.355087 8.775549 -1.304511 -1.5 -1.7 -0.8 -0.572
C 3.433868 7.781780 -1.344084 0.6 0.9 0.4 -0.197
N 3.420155 6.444069 -1.693722 -3.8 3.2 -0.2 -0.510
C 2.132340 6.139583 -2.083681 -0.9 -1.0 -0.4 -0.003
H -1.173220 2.589513 0.619318 -0.6 1.8 0.5 0.603
H -1.114406 7.001689 0.037594 -0.4 -0.6 -0.8 0.301
H -2.836283 6.560933 -0.258530 1.1 -0.1 -0.7 0.457
H -3.211284 5.444676 -5.885880 0.9 -0.3 0.5 0.393
H -1.483437 5.735143 -6.349160 -0.9 -0.5 0.8 0.324
H -2.681188 3.130747 -6.504637 0.7 0.6 0.8 0.432
H 0.326742 4.088225 -6.379636 -0.9 -0.4 -0.4 0.254
H -0.640727 3.382431 -7.827362 0.1 0.4 1.1 0.329
H -0.141618 2.354683 -6.432104 -0.3 1.2 -0.6 0.376
H 0.330726 6.954911 -5.721365 0.6 -0.2 0.1 0.276
H 1.589201 6.521396 -4.662876 -0.3 0.0 -0.2 0.285
H 0.098491 9.065236 -1.740709 1.0 -0.6 0.0 0.458
H 2.563866 9.816761 -0.956775 -0.1 -1.2 -0.4 0.359
H 4.452810 8.159140 -1.039121 -1.3 -0.4 -0.3 0.337
H 1.990263 5.062103 -2.396698 0.1 1.2 0.4 0.445
O -0.551078 0.155159 1.395384 -0.4 0.1 0.1 -0.476
S -0.683145 -1.271709 1.556915 0.8 -1.1 0.2 1.053
O -1.940815 -1.935696 1.376957 0.0 0.7 0.0 -0.617
O -0.070675 -1.692346 2.982464 0.1 0.2 -0.8 -0.150
C -0.560916 -1.035223 4.157533 -0.5 0.3 0.8 -0.192
C -1.918735 -1.567453 4.574840 -0.2 0.0 -0.2 -1.134
C 0.526989 -2.072857 0.551681 0.1 0.0 0.1 -0.797
H -0.588231 0.048019 4.010703 0.0 -0.1 -0.2 0.197
H 0.161858 -1.234207 4.950547 0.2 -0.1 -0.3 0.273
H -2.685320 -1.304646 3.844003 0.0 0.0 0.1 0.298
H -2.214889 -1.151251 5.539294 0.1 0.0 0.0 0.408
H -1.900537 -2.656370 4.646733 0.1 0.1 0.1 0.277
H 1.493917 -1.601467 0.718693 0.0 -0.1 0.1 0.126
H 0.226236 -1.955667 -0.488884 -0.1 0.0 0.1 0.421
H 0.559767 -3.129428 0.812907 0.0 0.1 0.0 0.331
O 2.001009 -5.217685 0.635655 0.0 -0.1 -0.4 -0.523
S 3.007111 -6.195396 0.323241 0.3 -0.7 0.5 1.128
O 3.648027 -6.232657 -0.959209 -0.4 0.3 0.2 -0.617
O 2.434099 -7.659987 0.661688 0.4 0.7 0.2 -0.304
C 1.188529 -8.058237 0.075897 -0.7 -0.3 -0.6 -0.355
C 1.351536 -8.450118 -1.380119 0.1 0.2 -0.2 -0.754
C 4.252880 -6.152739 1.574895 0.0 -0.1 0.1 -0.953
H 0.438588 -7.271801 0.193060 0.2 0.1 0.1 0.253
H 0.838978 -8.922547 0.642582 0.3 0.1 0.2 0.291
H 1.612841 -7.584890 -1.992628 0.0 0.0 0.0 0.297
H 0.423928 -8.873373 -1.770836 0.0 0.0 0.1 0.222
H 2.153277 -9.181510 -1.496214 -0.1 0.0 0.0 0.269
H 3.772870 -6.170571 2.551233 0.0 0.0 -0.1 0.306
H 4.817473 -5.229530 1.450147 -0.1 0.0 -0.1 0.369
H 4.909059 -7.011570 1.447019 -0.1 0.0 0.0 0.348
O 3.723474 -1.510705 2.349313 0.4 0.2 0.0 -0.550
S 4.150322 -0.142242 2.448367 -0.3 0.5 0.4 1.228
O 5.457129 0.272263 2.028286 -0.2 -0.4 0.0 -0.630
O 3.899998 0.374809 3.951856 -0.3 0.0 -0.7 -0.232
C 4.462724 -0.377734 5.033183 0.6 -0.4 0.7 -0.312
C 5.950418 -0.121327 5.182674 0.2 0.0 -0.3 -1.064
C 2.950889 0.887947 1.660769 -0.1 0.1 0.1 -0.863
H 4.254874 -1.443738 4.909809 -0.1 0.1 -0.2 0.310
H 3.949623 -0.052663 5.939865 -0.2 0.1 -0.3 0.285
H 6.504927 -0.518115 4.330779 0.0 0.0 0.1 0.306
H 6.333733 -0.597837 6.086560 -0.1 0.0 0.0 0.390
H 6.154386 0.949927 5.230482 -0.1 -0.1 0.1 0.273
H 1.959035 0.607604 2.012812 0.0 0.0 0.0 0.049
H 3.027113 0.727244 0.585930 0.1 -0.1 0.1 0.413
H 3.168508 1.927994 1.897016 0.0 -0.1 0.0 0.390
O -1.669596 6.186326 6.876328 0.0 -0.5 -0.2 -0.635
S -2.599721 5.206803 6.391187 -0.5 0.2 -0.2 1.205
O -2.403143 3.804237 6.616255 0.2 0.4 0.0 -0.593
O -2.835689 5.450141 4.814629 -0.3 0.1 0.5 -0.292
C -1.691419 5.490715 3.958389 0.7 -0.2 -0.4 -0.273
C -1.152411 4.102989 3.675419 0.1 -0.3 0.4 -0.993
C -4.225567 5.642596 6.928285 -0.1 0.1 -0.1 -0.937
H -0.917419 6.137972 4.379421 -0.1 0.0 0.2 0.365
H -2.017707 5.946588 3.020686 -0.3 0.0 0.2 0.009
H -0.733298 3.653278 4.577439 0.0 0.1 0.0 0.471
H -0.365691 4.141979 2.921398 -0.1 0.1 0.0 0.428
H -1.949035 3.443532 3.325722 0.0 0.1 -0.1 0.225
H -4.396931 6.695931 6.715955 0.0 -0.1 0.0 0.317
H -4.280344 5.461384 8.000727 0.1 0.0 -0.1 0.379
H -4.947928 5.017104 6.407116 0.1 0.0 0.0 0.313
O -1.101317 -10.374402 -4.455035 -0.3 0.0 0.4 -0.646
S -2.062660 -9.416048 -3.988779 -0.4 0.4 -0.6 1.228
O -2.367717 -9.266104 -2.594404 0.3 -0.3 -0.2 -0.594
O -3.436699 -9.616385 -4.802680 0.6 0.4 0.1 -0.270
C -4.034654 -10.917843 -4.818138 -0.5 -0.8 0.2 -0.334
C -4.750226 -11.223550 -3.515832 0.2 0.1 0.3 -0.990
C -1.647556 -7.828768 -4.645189 -0.1 0.1 -0.1 -0.854
H -3.288163 -11.682047 -5.048760 0.1 0.2 0.0 0.328
H -4.758888 -10.918821 -5.634417 0.2 0.3 0.0 0.274
H -4.041655 -11.320300 -2.691707 0.0 0.0 0.0 0.299
H -5.307316 -12.158784 -3.593633 0.0 0.1 -0.1 0.384
H -5.439954 -10.418213 -3.256270 0.0 -0.1 -0.1 0.260
H -1.460346 -7.926466 -5.712596 0.0 0.0 0.1 0.320
H -0.748781 -7.483433 -4.135628 0.0 -0.1 0.0 0.288
H -2.471050 -7.142965 -4.454796 0.0 -0.1 0.0 0.314
```
Positions in Å, forces in eV/Å.

HOMO-LUMO gap = 7.527 eV
E_tot = -138002.204 eV
charge = +1

---

No. 2
Molecular formula: H80O40
Method: DFT, ωB97M-V/def2-TZVPD

Structure (XYZ):
```
120
Properties=species:S:1:pos:R:3:forces:R:3:mulliken_charge:R:1
H 0.861030 5.295797 3.340162 0.7 0.6 0.0 0.331
H -0.235705 4.769939 4.162144 -0.3 0.0 0.5 0.448
O 0.156098 5.617861 3.908219 -0.1 -0.5 -0.3 -0.697
H 0.389840 -5.191895 -0.767624 -1.2 -0.5 0.0 0.446
H -0.546937 -4.560888 -1.698571 -0.9 -1.2 0.7 0.174
O -0.557402 -5.292064 -1.050813 1.4 0.2 0.1 -0.819
H -2.351479 -3.113369 2.296342 -0.4 0.4 0.5 0.327
H -3.183530 -1.810207 2.700091 0.0 0.1 -0.3 0.310
O -2.724061 -2.579232 3.037188 0.8 -0.6 0.3 -0.566
H 5.509116 1.134613 -2.696532 0.0 0.2 0.0 0.347
H 6.445972 0.103706 -2.043505 -0.2 0.2 -0.4 0.329
O 6.121716 0.423111 -2.901572 0.3 -0.4 0.4 -0.632
H 4.188366 3.507335 -1.454541 0.6 -0.2 0.4 0.330
H 5.510006 3.737106 -0.576308 -0.1 -0.4 -0.4 0.293
O 4.644659 4.070617 -0.818170 -0.3 1.1 0.4 -0.641
H -0.764214 3.696451 1.101562 -0.3 0.0 -0.2 0.297
O -0.272462 4.523570 1.170262 -0.5 0.0 1.6 -0.600
H -1.558998 -2.493430 -2.947046 0.2 -0.5 0.6 0.317
O -1.324123 -2.950933 -2.105682 -0.4 0.7 -1.0 -0.367
H -3.816421 -2.856296 1.153717 -1.2 1.4 -1.0 0.299
H -5.107523 -1.995168 0.761018 0.0 -0.1 0.1 0.213
O -4.150144 -2.033328 0.673249 1.2 -1.4 0.8 -0.451
H -4.467602 -0.558499 -3.677660 -0.1 -0.6 0.1 0.249
H -5.102768 0.199671 -2.453125 -0.1 -0.7 0.3 0.306
O -4.734541 0.281030 -3.327514 0.1 1.3 -0.3 -0.583
H 2.161315 -1.261241 -2.107678 -0.4 0.6 0.0 0.003
H 2.653492 -0.825639 -0.713343 0.0 0.1 -0.1 0.252
O 1.854989 -0.890482 -1.257273 0.6 0.1 -0.3 -0.338
H 1.691807 3.242538 2.636735 -0.2 0.0 0.1 0.395
H 2.426666 3.762488 1.430759 0.3 -0.4 0.9 0.158
O 2.540174 3.163478 2.207014 0.4 0.3 -0.8 -0.743
H -5.236474 1.466333 1.424922 0.3 0.7 0.4 0.263
O -4.920501 0.609760 1.155852 -0.4 -0.9 -0.3 -0.567
H -3.680974 -3.813938 -0.779081 -0.7 0.1 -0.2 0.311
H -3.262035 -3.891180 -2.168495 -0.2 0.0 -0.1 0.359
O -4.090042 -3.836003 -1.663372 0.9 -0.2 0.2 -0.690
H -1.206886 1.701616 -0.913500 -2.1 0.9 0.5 0.052
H -2.651225 2.031643 -1.376847 -0.2 0.0 -0.6 0.143
O -2.135891 1.897714 -0.596187 1.6 -0.2 1.0 -0.228
H -0.933790 1.990233 4.225207 0.3 -0.5 -0.2 0.254
H 0.321053 2.537788 3.474292 0.3 -1.2 -0.3 0.224
O -0.467274 2.775147 3.936790 -0.7 1.5 0.6 -0.610
H 3.977594 -0.320103 3.775534 0.6 -0.2 -0.4 0.315
H 5.521231 -0.868253 3.744294 -0.4 0.2 -0.6 0.313
O 4.811914 -0.460057 4.244623 -0.2 0.0 0.9 -0.627
H -3.736000 -2.351119 -3.594992 -0.2 0.0 0.3 0.219
H -3.693598 -3.738620 -4.160366 0.1 0.2 -0.2 0.353
O -3.304182 -2.859535 -4.284478 0.0 -0.2 -0.1 -0.602
H 3.429955 1.737571 -0.027427 0.3 0.5 0.3 0.312
H 2.570634 1.501497 -1.198953 0.2 0.2 0.0 0.161
O 3.514054 1.607270 -0.978501 -0.7 -1.1 0.1 -0.696
H 1.382254 3.934632 -0.043135 0.1 -0.3 -0.8 -0.065
O 1.159179 3.050274 -0.406629 0.4 0.6 -0.5 0.361
H 5.504150 -1.947440 -3.540511 -0.6 0.7 0.1 0.310
H 4.001310 -1.470352 -3.281303 0.4 1.0 -0.1 0.310
O 4.579102 -2.204736 -3.435178 0.1 -1.6 -0.1 -0.614
H -1.677674 -1.195577 0.082837 0.5 0.6 -0.2 -0.179
O -0.911553 -0.579338 0.121835 -0.9 -1.3 -0.4 0.665
H -1.001210 0.450036 -1.900347 0.0 -0.1 -0.8 0.287
H 0.017712 1.388366 -2.550454 -0.3 0.0 -0.2 0.142
O -0.905678 1.091241 -2.641949 1.1 -0.8 0.1 -0.647
H 0.716492 4.414457 -2.565616 0.2 -0.1 0.2 0.257
H 1.359208 5.213890 -3.712293 0.3 -0.4 0.8 0.281
O 1.575711 4.709445 -2.896153 -0.3 0.5 -1.0 -0.611
H -1.350503 1.534065 1.063762 0.7 -0.3 0.0 -0.002
H 0.054947 0.936853 0.730367 -0.3 -0.5 0.0 -0.261
O -0.396467 1.576137 1.271784 -0.1 1.4 1.0 0.471
H 0.774421 -2.317652 2.210557 -0.3 0.0 0.6 0.087
H 2.269156 -2.712274 2.500445 -0.6 -0.2 0.1 0.215
O 1.606593 -2.527726 1.803233 0.5 0.2 -0.9 -0.447
H 3.120800 5.801325 0.669227 0.2 0.2 -0.4 0.249
H 1.660980 6.074621 0.141738 0.3 0.1 0.1 0.282
O 2.187369 5.642876 0.825442 -0.2 -0.2 0.2 -0.542
H -0.071987 -6.247065 2.130835 0.2 -0.1 -0.2 0.286
H -0.339952 -5.348349 3.309501 0.1 0.1 -0.1 0.257
O 0.021900 -5.331247 2.412654 0.2 -0.3 0.5 -0.489
H 0.644831 -0.537257 -3.672399 -0.1 -0.5 -0.2 0.413
H 1.098204 -1.485982 -4.739426 0.0 -0.3 -0.6 0.158
O 0.840353 -1.480952 -3.828195 -0.1 0.3 1.2 -0.583
H -1.347635 3.326292 -5.186409 -0.4 0.5 0.1 0.285
H -1.850039 2.087808 -5.704228 -0.6 -0.5 -0.2 0.315
O -2.197017 2.950336 -5.458222 0.9 0.0 0.1 -0.602
H -3.995576 3.209369 -1.930035 -0.4 -0.3 -0.1 0.280
H -4.791410 2.059965 -1.182019 0.1 -0.6 -0.3 0.332
O -4.555965 2.980227 -1.181045 -0.3 1.1 0.4 -0.619
H -3.584881 0.341749 4.108506 0.0 0.1 -0.2 0.294
H -4.078954 0.129545 5.517258 -0.3 0.0 0.3 0.266
O -3.276348 0.185486 5.002695 0.4 0.0 -0.1 -0.560
H 1.246950 -3.021613 0.058733 -0.1 -0.3 0.6 0.211
O 1.261739 -3.440941 -0.815415 0.8 0.9 -0.7 -0.376
H 2.790428 -4.395021 -0.142286 -0.1 -0.8 0.8 0.379
H 2.776630 -5.159741 1.261744 -0.2 0.4 -0.4 0.288
O 3.153721 -5.149681 0.373693 0.3 0.1 -0.3 -0.660
H 0.493572 2.833823 0.253461 -0.2 -0.7 0.1 0.250
H -0.304873 4.635980 2.154622 -0.2 0.5 -1.2 0.211
H -0.149036 -1.160645 0.175918 0.2 -0.3 -0.3 -0.220
H -0.403425 -3.208731 -2.235011 0.2 1.0 -0.1 0.234
H -3.960784 0.595815 1.147687 0.1 0.4 -0.1 0.248
H 1.697744 -2.715912 -1.314075 -0.6 -0.8 0.3 0.403
O -2.333599 -4.650688 1.303011 -0.7 1.1 -0.8 -0.561
H -2.408630 -5.401284 1.876461 0.0 -0.5 0.2 0.225
H -1.814958 -4.900545 0.521622 0.4 -0.2 -0.1 0.308
O 1.624843 0.545803 -5.489097 0.3 -0.4 -0.1 -0.620
H 2.141669 -0.264609 -5.624555 -0.1 0.4 -0.2 0.292
H 2.319390 1.191492 -5.342346 0.2 0.5 0.2 0.310
O 3.801401 2.542482 -3.467359 0.5 -1.0 -0.5 -0.670
H 3.715374 2.037241 -2.630638 -0.3 1.1 -0.6 0.310
H 3.416044 3.421816 -3.429955 -0.4 -0.1 0.6 0.304
O -0.845240 -2.843273 5.513435 -0.4 -0.5 -0.7 -0.641
H -0.458563 -3.051807 4.652029 0.5 0.1 0.3 0.227
H -1.768513 -2.975982 5.245845 -0.2 0.3 0.5 0.348
O 3.086830 -3.149337 3.997884 0.0 0.6 -0.5 -0.551
H 3.124885 -4.005970 4.425444 0.4 -0.1 0.0 0.267
H 3.971719 -2.792929 3.805191 -0.3 -0.5 0.7 0.275
O -4.717397 3.607504 1.897080 -0.3 0.4 -0.6 -0.625
H -4.924712 3.552178 0.950775 0.3 -0.3 -0.1 0.279
H -4.659016 4.568760 1.982928 0.1 -0.2 0.5 0.277
O -0.189983 -0.326898 4.080305 0.4 1.3 0.4 -0.418
H -0.376848 -1.125349 3.597372 -0.7 -0.3 0.3 0.177
H -0.634088 -0.329390 4.947550 0.1 -0.8 -0.7 0.294
```
Positions in Å, forces in eV/Å.

HOMO-LUMO gap = 10.449 eV
E_tot = -83198.741 eV
relative energy (zero: lowest compared OMol25 entry of this formula, charge and spin) = 163.1 kcal/mol
charge = 0

---

> Which of these has the lowest HOMO-LUMO gap?

C29H55I2N4O15S5

---

> Which of these has the highest HOMO-LUMO gap?

H80O40

---

> The highest charge belongs to which entry?

C29H55I2N4O15S5

---

> Among the records above, which one has the highest charge?

C29H55I2N4O15S5